{"formula": "C21H31F5P2RuS", "method": "ωB97M-V with the def2-TZVPD basis set", "species": ["H", "H", "F", "C", "H", "H", "C", "C", "Ru", "H", "H", "H", "C", "H", "C", "F", "C", "H", "H", "C", "H", "C", "H", "C", "H", "H", "H", "H", "C", "C", "H", "H", "H", "P", "S", "C", "C", "H", "F", "H", "H", "H", "C", "P", "H", "C", "H", "C", "H", "H", "C", "F", "C", "F", "C", "H", "H", "C", "H", "C", "H"], "coordinates": [[0.1897, 2.2128, 1.6519], [1.3104, 3.5525, -1.9764], [4.0768, 3.8229, 5.6110], [0.7976, 1.5592, 4.5522], [0.1498, -0.5283, -1.5139], [-2.1390, 2.2889, -0.0722], [0.5149, -3.1469, -3.3665], [0.7102, 2.4438, 5.6295], [1.1540, -0.1807, 0.2028], [-2.0961, -3.1070, -1.0784], [0.5143, -3.0925, 0.5403], [-2.9118, -1.1618, -4.7062], [3.0193, 3.0392, 5.2863], [1.5911, -3.1624, -3.1469], [-2.5933, -1.1565, -3.6541], [1.6787, 4.2032, 6.9032], [1.9635, 1.3744, 3.7953], [-1.3452, -2.6692, 3.0719], [-1.9580, -0.1335, 0.7485], [0.8751, 2.5465, 0.8340], [0.9924, 3.6413, 0.8278], [3.0868, 2.1312, 4.2209], [1.8443, 2.0046, 0.8908], [-0.1176, -0.7030, -3.6938], [-0.5631, -2.3395, -5.0775], [-3.4608, -2.9062, -2.8624], [-2.2313, -3.2628, -4.0306], [1.4803, -2.8650, 2.1012], [0.2039, -2.0045, -4.3582], [-2.4492, -2.6132, -3.1684], [1.9492, -1.8824, 0.6008], [-1.3906, -1.6333, -0.0823], [-2.1091, -1.0189, 3.0019], [0.1528, 2.0109, -0.7196], [2.1472, 0.1066, 2.5508], [1.8271, 3.2036, 6.0016], [-1.3853, -0.2834, -3.5007], [-3.4060, -0.6681, -3.0976], [-0.3007, 0.8112, 4.2767], [0.7402, -0.0239, -3.5725], [1.1091, -1.8840, -4.9597], [-1.2795, 3.8060, -0.4992], [-1.1686, -1.5785, 3.1495], [-0.0302, -1.0887, 1.8727], [-0.7329, -1.3223, 4.1268], [-1.4609, 2.7645, -0.7938], [-1.5976, 0.7936, -3.3978], [1.0743, -2.3963, 1.1742], [-1.8996, 2.7362, -1.7937], [-1.3522, 0.3477, -1.4276], [-0.2059, -3.0172, -2.0545], [4.2895, 1.9225, 3.6179], [1.0994, 2.4933, -2.1459], [-0.4668, 2.5930, 6.2665], [-0.4861, 0.0890, -0.8217], [0.5656, 2.3744, -3.0968], [2.0501, 1.9524, -2.1943], [-1.0915, -0.6837, 0.3656], [0.3400, -3.3734, -1.1759], [-1.5408, -2.8336, -1.9881], [0.2725, -4.1043, -3.8453]], "mulliken_spin": [-0.002, 0.001, 0.001, 0.019, -0.119, 0.000, 0.001, 0.000, 2.720, -0.006, 0.003, 0.000, -0.006, 0.001, 0.003, 0.001, -0.010, 0.015, 0.013, 0.014, -0.002, -0.044, 0.006, 0.008, 0.000, 0.000, 0.000, -0.001, 0.008, -0.002, 0.020, 0.011, 0.002, -0.071, 0.678, 0.008, 0.011, 0.000, 0.011, -0.021, 0.000, 0.002, 0.050, 0.400, 0.007, 0.017, 0.002, 0.017, 0.000, 0.012, 0.013, -0.003, 0.013, 0.000, 0.120, 0.001, -0.008, 0.083, -0.005, 0.007, 0.001], "spin_multiplicity": 5, "relative_energy_kj_mol": 0.0, "charge": 2, "energy_ha": -2492.97824, "s_squared": 6.0164, "orbital_gap_ev": [7.018, 5.978], "e_homo_ev": [-13.40, -14.55]}